The following is a DFT calculation (the ωB97M-V functional and the def2-TZVPD basis) of a single C3H9NS molecule.

Structure (XYZ):
```
14
Properties=species:S:1:pos:R:3:nbo_charge:R:1
S 2.103 -1.755 0.695 -0.087
N -0.688 -0.388 -0.595 -0.657
C 1.446 0.073 0.516 -0.439
C -1.580 0.463 -1.385 -0.396
C -0.048 0.213 0.512 -0.250
H -1.149 -1.264 -0.388 0.373
H -2.616 0.372 -1.084 0.180
H 1.753 0.615 1.520 0.216
H -0.545 1.231 0.679 0.199
H 2.477 -1.551 1.897 0.106
H -0.287 -0.421 1.436 0.183
H 1.861 0.367 -0.385 0.207
H -1.459 0.510 -2.424 0.194
H -1.267 1.534 -0.993 0.171
```

Computed properties:
- SMILES string: CNCCS
- ΔE to the lowest compared entry with this formula, charge and spin: 163.5 kJ/mol
- LUMO level: 1.051 eV
- E_HOMO: -8.7 eV
- HOMO-LUMO gap: 9.8 eV
- E_tot: -572.57782 Eh